Molecular formula: C3H5N3
Method: DFT, ωB97M-V/def2-TZVPD

Atoms and positions in Å:
H  2.69715  -1.32179  -0.28234
N  2.04110  -0.54965  -0.16992
C  0.84503  -0.98743  -0.14518
C  -0.31549  -0.10421  0.04024
N  -1.62380  -0.66189  -0.13355
C  -0.11506  1.16393  0.37864
N  0.03965  2.28430  0.84060
H  0.55820  -2.04187  -0.25725
H  -2.03306  -0.41613  -1.02859
H  -2.26137  -0.37498  0.59957
H  0.20627  3.02907  0.16448

Results
gap between HOMO and LUMO: 9.54 eV
electronic energy: -7660.472 eV
energy above the lowest of the compared OMol25 structures with the same formula, charge and spin: 1.984 eV
LUMO energy: 0.0321 Ha
charge: 0
SMILES: [H]/N=C/C(N)=C=N

Here are the natural (NBO) charges for atoms 1 to 2, given in e: H 0.34; N -0.64